# 1
The following is a quantum chemistry calculation of 2 unconnected molecules or ions with the total composition CH2N2O2 in a non-equilibrium geometry, from the Open Molecules 2025 dataset.

The value obtained for the LUMO energy is 0.80 eV. The value obtained for the max |F| is 3.31 eV/A. The relative energy (zero: lowest compared OMol25 entry of this formula, charge and spin) comes out at 2.4 kJ/mol.

Structure (ORCA input):
```
! wB97M-V def2-TZVPD RIJCOSX def2/J DEFGRID3
* xyz 0 1
H 0.82808 0.80878 0.18889
H -1.98715 0.55460 0.03216
N 0.89308 -2.64361 0.39531
N 1.77289 -2.43710 -0.17783
O -1.06046 0.24707 0.04478
O -0.32550 2.28573 -0.44608
C -0.12094 1.18453 -0.03722
*
```


# 2
The following is a quantum chemistry calculation of a single CH2N2O2S molecule in a non-equilibrium geometry, from the Open Molecules 2025 dataset.

The value obtained for the LUMO energy (spin up / spin down) is -1.34 / -1.34 eV. The value obtained for the max |F| is 4.70 eV/A. The relative energy (zero: lowest compared OMol25 entry of this formula, charge and spin) comes out at 642.8 kJ/mol.

Structure (ORCA input):
```
! wB97M-V def2-TZVPD RIJCOSX def2/J DEFGRID3
* xyz 0 1
N 1.93587 1.70537 0.20190
C 0.20817 -0.02324 -0.04726
S 1.58890 -1.13031 -0.38292
O 2.97796 1.19665 -0.22244
H -0.39524 -0.40205 0.69267
N 0.81097 1.42138 0.30484
O 1.91664 -2.02507 0.72863
H -0.24334 0.24867 -0.92187
*
```


# 3
The following is a quantum chemistry calculation of a molecular structure, CH2N2O2S2 in a non-equilibrium geometry, from the Open Molecules 2025 dataset.

The value obtained for the LUMO energy is -0.09 eV. The value obtained for the max |F| is 3.90 eV/A. The relative energy (zero: lowest compared OMol25 entry of this formula, charge and spin) comes out at 202.0 kJ/mol.

Structure (ORCA input):
```
! wB97M-V def2-TZVPD RIJCOSX def2/J DEFGRID3
* xyz 0 1
N -1.25795 2.05069 -0.82473
N 1.19122 0.15612 -0.14220
H 0.94040 1.05747 0.12987
S -0.78021 -1.83917 -1.42147
S -0.07393 -0.88584 0.11983
H 2.11901 -0.22788 0.22411
O 0.25721 -1.68581 1.26382
C -1.21529 1.19618 -0.05530
O -1.18047 0.17823 0.70607
*
```


# 4
The following is a quantum chemistry calculation of 2 unconnected molecules or ions with the total composition CH2N2O2S2 in a non-equilibrium geometry, from the Open Molecules 2025 dataset.

The value obtained for the LUMO energy is -0.24 eV. The value obtained for the max |F| is 1.65 eV/A. The relative energy (zero: lowest compared OMol25 entry of this formula, charge and spin) comes out at 662.8 kJ/mol.

Structure (ORCA input):
```
! wB97M-V def2-TZVPD RIJCOSX def2/J DEFGRID3
* xyz 0 1
C -0.31061 -0.07465 -0.87387
H -1.27890 0.88960 -2.87754
N 1.30313 0.56437 2.19738
N 1.58795 -0.51763 1.95864
H -2.43552 -0.82996 -1.76828
O 0.77976 1.36851 2.90339
O 2.12259 -1.33278 1.28076
S -0.16454 1.04333 -2.09927
S -1.60386 -1.11080 -0.72121
*
```


# 5
The following is a quantum chemistry calculation of a single CH2N2O2Si molecule in a non-equilibrium geometry, from the Open Molecules 2025 dataset.

The value obtained for the LUMO energy is -0.80 eV. The value obtained for the max |F| is 2.42 eV/A. The relative energy (zero: lowest compared OMol25 entry of this formula, charge and spin) comes out at 105.7 kJ/mol.

Structure (ORCA input):
```
! wB97M-V def2-TZVPD RIJCOSX def2/J DEFGRID3
* xyz 0 1
O -1.07765 -0.53748 -1.66640
H -0.30986 1.35524 1.25831
Si 0.47659 0.42545 0.39363
H 1.79451 0.90452 -0.00925
O -1.66987 1.46707 -0.98304
N 0.86381 -2.56454 1.22974
C 0.88825 -1.51158 0.75218
N -0.96579 0.46131 -0.97517
*
```


# 6
The following is a quantum chemistry calculation of 2 unconnected molecules or ions with the total composition CH2N2O3 in a non-equilibrium geometry, from the Open Molecules 2025 dataset.

The value obtained for the LUMO energy is -0.15 eV. The value obtained for the max |F| is 1.64 eV/A. The relative energy (zero: lowest compared OMol25 entry of this formula, charge and spin) comes out at 426.7 kJ/mol.

Structure (ORCA input):
```
! wB97M-V def2-TZVPD RIJCOSX def2/J DEFGRID3
* xyz 0 1
O 2.91060 0.78181 0.06759
N 1.98863 0.19386 -0.36006
O -0.26491 2.37974 -0.14507
H -0.57312 0.91621 1.05943
O -1.67390 0.77845 -0.50501
H 0.31538 -0.91040 -1.17586
C 0.96968 -0.25723 -0.68013
N -0.82231 1.35102 0.12277
*
```


# 7
The following is a quantum chemistry calculation of a molecular structure, CH2N2O3 in a non-equilibrium geometry, from the Open Molecules 2025 dataset.

The value obtained for the LUMO energy is 0.27 eV. The value obtained for the max |F| is 2.59 eV/A. The relative energy (zero: lowest compared OMol25 entry of this formula, charge and spin) comes out at 591.4 kJ/mol.

Structure (ORCA input):
```
! wB97M-V def2-TZVPD RIJCOSX def2/J DEFGRID3
* xyz 0 1
N 4.33937 -1.31267 -0.09562
C 3.29893 2.30594 -0.49615
O 4.56539 -0.20518 0.74527
O 3.79297 2.97289 0.26647
N 4.74132 -0.37484 -0.73143
H -0.60273 -0.22175 -0.22351
O 3.96678 -2.39668 0.05653
H -1.10404 0.12630 0.25737
*
```


# 8
The following is a quantum chemistry calculation of a single CH2N2O3 molecule in a non-equilibrium geometry, from the Open Molecules 2025 dataset.

The value obtained for the LUMO energy (spin up / spin down) is -0.68 / -1.59 eV. The value obtained for the max |F| is 4.35 eV/A. The relative energy (zero: lowest compared OMol25 entry of this formula, charge and spin) comes out at 483.5 kJ/mol.

Structure (ORCA input):
```
! wB97M-V def2-TZVPD RIJCOSX def2/J DEFGRID3
* xyz 0 1
C -0.53664 0.36229 1.97771
H -0.45874 -1.94052 -0.43367
O -0.97336 0.30721 3.09324
H 0.66010 1.02842 -0.26710
O -0.55548 -0.68512 1.13226
O 0.11521 1.46536 1.56135
N 0.66835 1.87559 0.45295
N -0.26302 -0.85003 -0.19963
*
```


# 9
The following is a quantum chemistry calculation of 2 unconnected molecules or ions with the total composition CH2N2O3S in a non-equilibrium geometry, from the Open Molecules 2025 dataset.

The value obtained for the LUMO energy (spin up / spin down) is -0.86 / -0.86 eV. The value obtained for the max |F| is 6.05 eV/A. The relative energy (zero: lowest compared OMol25 entry of this formula, charge and spin) comes out at 196.6 kJ/mol.

Structure (ORCA input):
```
! wB97M-V def2-TZVPD RIJCOSX def2/J DEFGRID3
* xyz 0 1
N 1.94259 1.07247 0.27825
S 2.50417 0.44166 -1.10913
N -2.00905 -1.19082 -0.19699
H 0.26590 1.05263 1.29227
C -1.91465 -0.18085 0.37173
H -1.34915 -1.81377 -0.78236
O 1.68101 -0.59870 -1.72123
O -1.99509 0.79851 1.03106
O 0.87427 0.41885 0.83640
*
```


# 10
The following is a quantum chemistry calculation of a single CH2N2O3S molecule in a non-equilibrium geometry, from the Open Molecules 2025 dataset.

The value obtained for the LUMO energy is -3.03 eV. The value obtained for the max |F| is 3.57 eV/A. The relative energy (zero: lowest compared OMol25 entry of this formula, charge and spin) comes out at 505.5 kJ/mol.

Structure (ORCA input):
```
! wB97M-V def2-TZVPD RIJCOSX def2/J DEFGRID3
* xyz 0 1
H 0.13672 -0.94391 -0.25770
C -0.22264 0.95660 -0.08119
N -0.94896 1.83308 0.36065
S -2.96820 0.12419 0.08116
O -1.83563 -0.56496 -1.04565
O -3.08473 -0.57247 1.38599
H 0.95154 0.97365 -0.10538
N -0.50631 -0.31022 -0.66712
O -4.18354 0.22348 -0.66194
*
```


# 11
The following is a quantum chemistry calculation of a single CH2N2O3S molecule in a non-equilibrium geometry, from the Open Molecules 2025 dataset.

The value obtained for the LUMO energy (spin up / spin down) is -0.45 / -4.27 eV. The value obtained for the max |F| is 5.34 eV/A. The relative energy (zero: lowest compared OMol25 entry of this formula, charge and spin) comes out at 379.4 kJ/mol. The expectation value of S² is 2.0107.

Structure (ORCA input):
```
! wB97M-V def2-TZVPD RIJCOSX def2/J DEFGRID3
* xyz 0 3
N -0.32174 -0.39646 0.75988
H 0.72776 0.21740 2.92045
S 0.14219 0.88423 1.80875
H -0.65760 -0.96846 -1.24185
O 0.52846 0.60104 -1.15247
O -1.17914 -1.47627 2.52229
O -1.15316 -2.55805 0.63899
N -0.98016 -1.62704 1.36047
C -0.17877 -0.21565 -0.66493
*
```


# 12
The following is a quantum chemistry calculation of 2 unconnected molecules or ions with the total composition CH2N2O3S in a non-equilibrium geometry, from the Open Molecules 2025 dataset.

The value obtained for the LUMO energy (spin up / spin down) is 0.51 / -2.97 eV. The value obtained for the max |F| is 7.04 eV/A. The relative energy (zero: lowest compared OMol25 entry of this formula, charge and spin) comes out at 52.8 kJ/mol. The expectation value of S² is 2.0074.

Structure (ORCA input):
```
! wB97M-V def2-TZVPD RIJCOSX def2/J DEFGRID3
* xyz 0 3
N -0.72686 0.69334 0.83052
N 2.20705 -0.66544 0.34737
H 2.93832 -0.13174 0.07062
C 1.23401 -1.26084 0.03592
S -1.87863 -0.27425 0.39992
O -0.50818 1.73643 -0.02502
O 0.39336 -2.00734 -0.20964
O -2.45770 0.24727 -0.84790
H -1.20137 1.66257 -0.60178
*
```